[1]
7 unconnected molecules or ions with the total composition C7H25NO6 at a distorted geometry, computed with the ωB97M-V functional and the def2-TZVPD basis.

Summary:
Gap between HOMO and LUMO ... 8.46 eV
Lowest unoccupied orbital energy ... 0.20 eV
HOMO level ... -8.3 eV
Largest force on an atom ... 2.195 eV/A
SMILES ... C/C=C/C/C(C)=C/N.O.O.O.O.O.O
E ... -787.80471 hartree

Each line ends with the natural charge from an NBO analysis.
Geometry (Å):
O -0.1309 -0.5264 -3.5041  -0.966
O -2.0992 -1.1230 2.7354  -0.961
O -2.4354 -1.2204 -2.6681  -0.945
O 0.8290 -1.1463 2.0489  -0.951
O -3.8046 -1.2553 0.1929  -0.964
O 1.8464 -3.1630 0.4773  -0.941
N -2.1202 1.3659 0.9991  -0.890
C -0.0478 1.8106 -0.1935  0.000
C -0.7140 1.6344 0.9551  -0.064
C -0.7694 1.6834 -1.5026  -0.685
C 2.4211 1.5453 0.5650  -0.184
C 2.8557 0.4554 -0.0575  -0.182
C 1.3591 2.3393 -0.2303  -0.466
C 3.8446 -0.5383 0.4980  -0.645
H -1.4347 -0.4906 3.0269  0.486
H -0.2104 2.1411 -2.3258  0.212
H -2.6120 2.2384 1.0979  0.376
H 0.3622 -0.7756 1.2878  0.485
H 2.3904 0.1821 -0.9987  0.191
H 1.7471 2.2377 -1.2501  0.214
H -4.4746 -0.6356 -0.0473  0.477
H 3.3352 -1.5026 0.5484  0.207
H 1.4108 3.3970 -0.0026  0.218
H -3.9209 -1.6701 1.0473  0.488
H -1.8301 1.9006 -1.6425  0.224
H 2.7221 1.9860 1.5005  0.205
H 4.1973 -0.4152 1.5155  0.219
H -0.8405 0.6403 -1.8261  0.261
H 0.3091 -1.9202 2.2576  0.479
H -0.1727 1.5591 1.9044  0.161
H -2.3114 0.5642 1.5718  0.389
H 1.5593 -2.8407 -0.3879  0.455
H -3.0372 -0.5791 -2.2683  0.470
H -2.1412 -1.7764 3.4357  0.480
H -1.9911 -1.4998 -1.8601  0.480
H 4.6495 -0.4815 -0.2439  0.218
H 1.9612 -2.2737 0.8667  0.477
H 0.2640 -1.3937 -3.5579  0.472
H -0.9655 -0.4536 -3.9647  0.498


[2]
2 unconnected molecules or ions with the total composition C4H12 at a distorted geometry, computed with the ωB97M-V functional and the def2-TZVPD basis.

Summary:
Gap between HOMO and LUMO ... 12.53 eV
Lowest unoccupied orbital energy ... 1.13 eV
HOMO level ... -11.4 eV
Largest force on an atom ... 3.307 eV/A
SMILES ... CC.CC
E ... -159.53656 hartree

Each line ends with the natural charge from an NBO analysis.
Geometry (Å):
C -0.4198 0.8737 -2.2318  -0.617
C 1.4012 -0.9213 0.9674  -0.614
C -1.3369 0.8751 -0.9209  -0.629
C 0.3992 -0.8460 2.1854  -0.613
H -0.7367 0.9974 0.0963  0.214
H -0.4289 -0.1198 -2.5910  0.203
H 0.5822 1.1619 -1.9705  0.208
H 0.8638 -1.2275 3.1293  0.204
H -1.9594 -0.0105 -0.8706  0.203
H 1.6993 0.1058 0.7707  0.197
H -0.4811 -1.4715 1.9380  0.210
H -2.2410 1.6014 -1.1765  0.207
H -0.9600 1.5680 -2.9420  0.208
H 1.0381 -1.2028 -0.0313  0.207
H 2.1421 -1.5058 1.3387  0.205
H 0.2196 0.2141 2.3085  0.205


[3]
A single C4H10N2S molecule at a distorted geometry, computed with the ωB97M-V functional and the def2-TZVPD basis.

Summary:
Gap between HOMO and LUMO ... 8.98 eV
Lowest unoccupied orbital energy ... 0.86 eV
HOMO level ... -8.1 eV
Largest force on an atom ... 4.734 eV/A
SMILES ... CS/C=N/N(C)C
E ... -665.98837 hartree

Each line ends with the natural charge from an NBO analysis.
Geometry (Å):
S 1.7969 -1.1409 -0.7814  0.261
N -0.3076 0.3056 0.2489  -0.343
N -1.6537 0.2337 0.5321  -0.345
C -2.5017 1.1969 -0.2866  -0.443
C 0.1035 -0.7900 -0.3755  -0.072
C 2.6112 0.4337 -0.6034  -0.768
C -1.7526 0.4893 1.9388  -0.412
H -0.6489 -1.5803 -0.5964  0.209
H -2.2966 2.3011 0.3096  0.174
H 2.4492 0.7621 0.4158  0.241
H -3.5468 0.7274 -0.2414  0.223
H -2.8646 0.5199 2.0855  0.192
H -2.0206 1.2000 -1.3863  0.222
H 3.7047 0.3165 -0.7566  0.238
H 2.1983 1.1608 -1.5116  0.235
H -1.3894 1.4610 2.2000  0.179
H -1.3686 -0.3692 2.4767  0.209


[4]
A single C8H11O3 molecule at a distorted geometry, computed with the ωB97M-V functional and the def2-TZVPD basis.

Summary:
Gap between HOMO and LUMO (spin up / spin down) ... 6.03 / 5.97 eV
Spin multiplicity ... 2
Lowest unoccupied orbital energy (spin up / spin down) ... -0.57 / -0.70 eV
HOMO level (spin up / spin down) ... -6.6 / -6.7 eV
Largest force on an atom ... 5.660 eV/A
E ... -536.87621 hartree

Each line ends with the Mulliken spin population.
Geometry (Å):
O -1.1171 0.0931 -0.0183  0.021
O 0.8847 -0.7378 -2.0884  0.005
O -0.1153 1.8030 -0.3408  0.037
C 2.0013 1.2734 0.6142  0.464
C -0.7648 -2.0018 -0.1123  0.043
C -1.9700 -2.0120 0.7856  -0.005
C 1.6330 0.3990 1.6211  -0.102
C 0.9092 -0.1409 -0.9347  0.048
C 0.6763 -0.5790 1.4478  0.481
C 0.0127 -0.6724 0.1200  -0.040
C 1.1817 1.2317 -0.6415  0.019
H 2.1675 0.4231 2.5693  0.002
H -1.1015 -2.0328 -1.1496  0.002
H 1.6706 1.7484 -1.5111  -0.001
H 0.2752 -1.1628 2.2538  0.022
H -0.0768 -2.8238 0.0746  -0.012
H -2.5383 -2.9194 0.6394  0.000
H -0.7696 1.9639 -1.0175  0.004
H -1.6800 -1.9526 1.8355  0.001
H -2.5948 -1.1521 0.5672  0.000
H 1.4750 -0.3137 -2.7453  -0.001
H 2.7833 2.0173 0.7517  0.013


[5]
A molecular structure, C33H55As3CrN3O2S, computed with the ωB97M-V functional and the def2-TZVPD basis.

Summary:
Gap between HOMO and LUMO (spin up / spin down) ... 7.14 / 7.16 eV
Spin multiplicity ... 5
Lowest unoccupied orbital energy (spin up / spin down) ... -2.42 / -2.53 eV
HOMO level (spin up / spin down) ... -9.6 / -9.7 eV
Largest force on an atom ... 0.688 eV/A
Total charge ... +1
E ... -9755.05221 hartree

Each line ends with the Mulliken spin population.
Geometry (Å):
As 2.6823 0.8963 -1.4870  0.077
As 3.5129 -5.0016 -3.0711  0.000
As 0.0144 -1.4317 -1.1459  0.151
Cr -0.0559 1.1940 0.2429  3.698
S 0.9330 3.3821 0.4069  -0.035
O -2.6680 -0.8704 1.0876  -0.015
O -1.1170 1.5653 -1.5270  -0.107
N 0.8153 0.9602 2.1839  -0.064
N -2.6837 3.2229 -1.5887  0.006
N -2.0922 2.3418 1.2309  -0.019
C 0.9344 3.3991 4.9910  0.012
C 0.8780 4.5669 4.2887  -0.006
C -2.9112 2.6706 3.4615  0.008
C -3.5323 -0.6580 -0.0260  0.026
C -0.7623 -1.3288 -2.9296  0.009
C 1.1308 -0.2204 4.2411  -0.004
C 0.9495 2.1715 4.2890  -0.029
C 0.8584 4.5541 2.8818  0.025
C 3.8590 -3.1603 -2.4121  -0.004
C 0.8707 2.1563 2.8829  0.043
C -2.5525 3.5535 0.9048  0.023
C -2.2842 1.9191 2.4824  0.074
C 1.0364 -1.4567 2.0654  -0.003
C -3.2896 -1.6569 2.1015  0.011
C 2.1191 -4.8356 -4.4437  0.000
C -2.5433 1.6610 -3.4190  0.001
C 2.8415 -2.0004 -2.3179  0.011
C 2.4717 -1.5273 -3.7232  -0.007
C -3.2070 4.3686 1.8178  -0.002
C 2.3731 -5.7053 -1.6314  0.000
C 3.5544 -0.8707 -1.5653  0.025
C 3.5132 1.7700 -3.0244  0.013
C 1.6204 -2.5078 -1.5463  0.009
C 1.0722 0.9338 4.9560  0.012
C -2.0468 2.1624 -2.0895  0.026
C -0.9828 -3.0039 -0.5446  0.006
C -4.6981 0.2806 0.2266  0.002
C 3.9113 1.5958 -0.1364  0.012
C -2.2590 4.0683 -0.4778  0.003
C -3.3832 3.9257 3.1184  0.001
C 0.9895 -0.1757 2.8359  0.014
C -2.2991 -1.9593 3.2000  -0.007
C 0.8639 3.3852 2.1551  -0.005
H 4.5486 -0.7101 -1.9947  0.005
H -2.0194 -2.7453 -0.3491  -0.001
H -3.8815 4.5499 3.8476  0.000
H 1.9230 -2.2840 -4.2815  0.000
H -1.4719 -2.5643 2.8305  0.001
H 3.7142 -1.1677 -0.5227  -0.004
H -5.2445 0.4180 -0.7089  0.000
H 2.5176 -4.3419 -5.3283  0.000
H 3.8351 2.6803 -0.1064  0.000
H -4.3604 1.2553 0.5708  0.001
H -3.0176 2.2749 4.4614  0.000
H 4.9308 1.2918 -0.3767  0.001
H 3.3754 -1.2831 -4.2853  0.000
H -1.6833 1.4563 -4.0528  0.000
H -0.5303 -2.2402 -3.4804  0.001
H 0.8602 5.4925 2.3422  0.002
H 0.8717 5.5157 4.8084  0.000
H 3.6343 1.2090 0.8448  0.001
H 3.0310 1.4766 -3.9547  0.001
H -3.9128 -1.6304 -0.3694  -0.001
H -3.2003 2.3678 -3.9208  0.000
H 4.2727 -3.3471 -1.4140  0.000
H -2.7623 5.0233 -0.6171  0.000
H 1.8425 -5.8523 -4.7228  0.000
H -4.1599 -1.1309 2.5058  0.000
H 4.7043 -2.8178 -3.0155  0.000
H -2.7927 -2.5239 3.9915  0.000
H 4.5739 1.5205 -3.0687  -0.001
H 0.9826 3.3915 6.0717  0.000
H 1.7930 -1.3949 1.2804  0.010
H 1.2598 -1.1790 4.7228  0.001
H 1.1417 0.9203 6.0370  0.000
H 2.8251 -5.4712 -0.6674  0.000
H 3.4045 2.8470 -2.8976  -0.002
H -2.8881 -0.2589 -0.8137  0.004
H -3.4242 3.5864 -2.1650  0.000
H 1.1926 -3.3500 -2.0914  0.000
H 1.9474 -2.9083 -0.5806  -0.002
H 1.8515 -0.6286 -3.6958  0.004
H 2.3365 -6.7890 -1.7312  0.000
H -3.0777 0.7223 -3.2726  0.000
H -0.9358 -3.7708 -1.3188  0.001
H -0.3771 -0.4671 -3.4677  -0.003
H -3.6521 -2.5932 1.6555  0.003
H -5.4064 -0.1200 0.9505  0.000
H 1.2228 -4.3162 -4.1064  0.000
H 1.2829 -2.2908 2.7198  0.003
H 0.0742 -1.6578 1.5979  0.019
H -3.5663 5.3410 1.5103  0.000
H -1.8942 -1.0497 3.6458  -0.001
H -1.8435 -1.2360 -2.8312  0.000
H -1.1814 4.2382 -0.5481  -0.003
H 1.3562 -5.3156 -1.6563  0.000
H -0.5433 -3.4022 0.3692  0.000
H -1.9164 0.9255 2.7045  -0.034